No. 1
Formula: C5H11N
Source: OMol25
Level of theory: ωB97M-V/def2-TZVPD

Last column: Mulliken charge in e.
Positions of all 17 atoms, in Å:
C: -1.025 -1.616 0.420  -0.7608
N: -0.241 -0.564 1.026  -0.3763
C: 1.197 -0.497 0.833  -0.5080
C: 0.272 0.420 0.090  1.2058
C: 0.117 0.194 -1.439  -1.6416
C: -0.003 1.874 0.435  -1.4970
H: -2.080 -1.352 0.542  0.2550
H: -0.814 -1.672 -0.649  0.2713
H: -0.838 -2.590 0.876  0.2796
H: 1.702 -1.237 0.210  0.2795
H: 1.763 -0.233 1.730  0.2611
H: 0.850 0.829 -1.937  0.4093
H: -0.885 0.502 -1.774  0.3755
H: 0.270 -0.807 -1.869  0.4235
H: 0.794 2.529 0.070  0.3137
H: -0.933 2.167 -0.069  0.3134
H: -0.145 2.053 1.506  0.3960

Properties
- E_HOMO: -8.9 eV
- E_LUMO: 1.08 eV
- Orbital gap: 9.99 eV

---

No. 2
Formula: C5H11N
Source: OMol25
Level of theory: ωB97M-V/def2-TZVPD

Last column: Mulliken charge in e.
Positions of all 17 atoms, in Å:
C: -0.507 -2.139 0.107  -1.0785
C: 0.188 -1.226 -0.890  -0.3954
N: 1.019 -0.251 -0.211  0.0638
C: 1.526 1.128 -0.460  -0.8573
C: 0.829 0.550 0.775  -0.0865
C: -0.927 1.935 0.321  -1.1925
H: -1.121 -2.876 -0.419  0.3609
H: 0.227 -2.674 0.718  0.3101
H: -1.162 -1.566 0.772  0.2994
H: 0.819 -1.796 -1.579  0.3156
H: -0.540 -0.660 -1.488  0.3368
H: 2.627 1.104 -0.460  0.2315
H: 0.276 1.831 -0.354  0.3454
H: 0.569 0.468 1.820  0.4080
H: -0.896 2.408 1.310  0.3224
H: -1.670 1.127 0.324  0.2574
H: -1.308 2.699 -0.377  0.3590

Properties
- E_HOMO: -7.5 eV
- E_LUMO: 0.95 eV
- Orbital gap: 8.43 eV

---

No. 3
Formula: C5H11N
Source: OMol25
Level of theory: ωB97M-V/def2-TZVPD

Last column: Mulliken charge in e.
Positions of all 17 atoms, in Å:
C: -1.804 -0.814 -0.509  -0.7955
N: -0.717 -0.731 0.445  -0.3295
C: -0.537 0.457 1.253  -0.6377
C: 0.457 0.096 0.204  1.2153
C: 1.760 -0.602 0.547  -1.4075
C: 0.561 1.026 -0.990  -1.4931
H: -2.049 0.126 -1.031  0.2808
H: -1.543 -1.566 -1.262  0.2697
H: -2.705 -1.157 0.012  0.2947
H: -0.335 0.294 2.311  0.2354
H: -1.159 1.331 1.045  0.2939
H: 2.621 0.072 0.449  0.3612
H: 1.909 -1.444 -0.139  0.2649
H: 1.738 -1.000 1.564  0.3741
H: 1.180 1.886 -0.714  0.3733
H: 1.034 0.536 -1.849  0.3128
H: -0.409 1.417 -1.306  0.3872

Properties
- E_HOMO: -8.8 eV
- E_LUMO: 1.07 eV
- Orbital gap: 9.89 eV

---

No. 4
Formula: C5H11N2
Source: OMol25
Level of theory: ωB97M-V/def2-TZVPD

Last column: Mulliken charge in e.
Positions of all 18 atoms, in Å:
C: -1.161 0.942 2.997  -0.1677
N: -0.810 0.101 2.136  -0.3397
C: -0.523 0.312 0.818  0.0908
C: 0.668 0.346 0.206  -0.9133
C: 0.822 0.701 -1.239  -0.4679
C: 0.274 -0.291 -2.273  -0.5862
N: 0.533 -1.707 -1.737  -0.2469
H: -1.185 2.021 2.827  0.2442
H: -1.564 0.642 3.959  0.2630
H: -1.404 0.333 0.175  0.2872
H: 1.606 0.268 0.760  0.3995
H: 1.901 0.870 -1.454  0.3596
H: 0.417 1.686 -1.503  0.3610
H: -0.785 -0.261 -2.549  0.3246
H: 0.823 -0.147 -3.200  0.3443
H: 0.846 -1.547 -0.762  0.3451
H: 1.294 -2.146 -2.247  0.3544
H: -0.323 -2.254 -1.726  0.3480

Properties
- E_HOMO: -12.4 eV
- Charge: +1
- E_LUMO: -3.44 eV
- Orbital gap: 8.96 eV

---

No. 5
Formula: C5H11N2
Source: OMol25
Level of theory: ωB97M-V/def2-TZVPD

Last column: Mulliken charge in e.
Positions of all 18 atoms, in Å:
C: 1.600 -0.393 1.395  -0.8672
C: 1.690 0.353 0.286  -0.0791
C: 0.699 0.726 -0.716  0.9192
C: 1.103 1.464 -1.712  -0.9825
N: -0.574 -0.329 -0.819  -0.2011
C: -1.697 -0.086 0.248  -0.4409
N: -1.915 -1.289 1.002  -0.4695
H: 2.495 -0.459 2.038  0.2604
H: 0.689 -0.923 1.709  0.2758
H: 2.664 0.940 0.156  0.1334
H: 0.646 1.810 -2.605  0.3423
H: 2.133 2.007 -1.569  0.1760
H: -0.048 -1.191 -0.509  0.4226
H: -0.911 -0.310 -1.754  0.3401
H: -2.554 0.223 -0.373  0.3494
H: -1.222 0.720 0.991  0.3776
H: -2.367 -1.922 0.390  0.2224
H: -2.432 -1.340 1.840  0.2213

Properties
- E_HOMO: -13.6 eV
- Charge: +1
- E_LUMO: -3.58 eV
- Orbital gap: 10.02 eV

---

No. 6
Formula: C5H11N2
Source: OMol25
Level of theory: ωB97M-V/def2-TZVPD

Last column: Mulliken charge in e.
Positions of all 18 atoms, in Å:
C: -2.503 0.147 -0.164  -1.1278
C: -1.112 0.463 -0.027  0.5026
N: -0.400 1.298 0.634  -0.5500
C: 0.902 0.626 0.421  0.3621
C: 1.963 1.387 -0.333  -1.5063
C: 0.254 -0.579 -0.316  -0.2123
N: 0.116 -1.797 0.409  -0.2884
H: -2.626 -0.951 -0.094  0.3139
H: -2.662 0.170 -1.287  0.3343
H: -3.047 0.791 0.439  0.3606
H: 1.362 0.415 1.486  0.2944
H: 1.792 1.702 -1.432  0.2984
H: 3.020 1.033 -0.418  0.3773
H: 2.201 2.406 0.060  0.3629
H: 0.641 -0.692 -1.432  0.3575
H: -0.041 -1.588 1.405  0.4117
H: 0.878 -2.538 0.418  0.3710
H: -0.738 -2.293 0.234  0.3379

Properties
- E_HOMO: -13.9 eV
- Charge: +1
- E_LUMO: -3.91 eV
- Orbital gap: 10.01 eV

---

No. 7
Formula: C5H11N2
Source: OMol25
Level of theory: ωB97M-V/def2-TZVPD

Last column: Mulliken charge in e.
Positions of all 18 atoms, in Å:
C: 1.093 1.155 1.434  -0.6331
C: 0.178 1.792 0.618  -0.3509
C: -0.287 0.850 -0.453  0.5804
C: 0.526 -0.333 0.113  0.0706
C: -1.837 0.753 -0.633  -1.6160
N: 1.224 -0.144 1.143  -0.4198
N: 0.004 -1.593 -0.289  -0.0694
H: 1.676 1.573 2.267  0.4324
H: -0.245 2.901 0.721  0.3033
H: 2.258 -2.652 -0.010  0.2537
H: 0.188 1.095 -1.371  0.3712
H: 2.175 -1.869 0.003  -0.2108
H: -2.249 1.636 -1.011  0.4354
H: -2.317 0.458 0.284  0.4312
H: -2.055 0.115 -1.527  0.4245
H: 0.276 -1.857 -1.203  0.3429
H: -1.058 -1.593 -0.287  0.3946
H: 0.450 -2.289 0.200  0.2598

Properties
- E_HOMO: -13.4 eV
- Charge: +1
- E_LUMO: -4.24 eV
- Orbital gap: 9.18 eV

---

No. 8
Formula: C5H11N2
Source: OMol25
Level of theory: ωB97M-V/def2-TZVPD

Last column: Mulliken charge in e.
Positions of all 18 atoms, in Å:
C: 1.951 1.773 0.149  -0.7048
C: 3.125 0.005 1.020  -0.1705
N: 2.102 0.765 1.177  -0.4152
H: 1.296 1.410 -0.648  0.1931
H: 2.904 1.966 -0.434  0.3088
H: 1.607 2.731 0.508  0.2813
H: 3.379 -0.864 1.695  0.2826
H: 3.899 0.186 0.202  0.2183
C: -1.235 -0.412 -0.179  0.1543
C: -0.130 -1.138 -0.492  -0.5870
C: -3.611 -0.333 -0.618  -0.0761
N: -2.458 -0.890 -0.745  -0.0658
H: -1.336 0.483 0.460  0.3110
H: -0.202 -1.991 -1.200  0.2706
H: 0.810 -0.713 -0.100  0.1587
H: -4.345 -0.723 -1.292  0.2668
H: -3.799 0.509 0.058  0.2620
H: -2.313 -1.493 -1.549  0.3117

Properties
- E_HOMO: -12.9 eV
- Charge: +1
- E_LUMO: -5.55 eV
- Orbital gap: 7.35 eV

---

No. 9
Formula: C5H11N2
Source: OMol25
Level of theory: ωB97M-V/def2-TZVPD

Last column: Mulliken charge in e.
Positions of all 18 atoms, in Å:
C: 2.947 0.435 0.869  -0.4223
C: 2.413 0.058 -0.293  -0.5555
C: -0.170 0.202 -0.069  0.6335
C: -0.055 -2.215 -0.070  -0.6931
C: -2.150 1.582 0.239  -0.7581
N: -0.806 -0.937 -0.101  -0.2287
N: -0.739 1.353 -0.162  -0.2064
H: 4.019 0.389 0.901  0.2931
H: 2.531 1.031 1.613  0.3106
H: 2.766 -0.432 -1.188  0.4090
H: -0.318 -2.879 -1.066  0.3023
H: 0.923 -1.887 -0.148  0.2502
H: -0.348 -2.842 0.824  0.2904
H: -2.531 0.601 0.435  0.2682
H: -2.906 1.981 -0.565  0.2806
H: -2.063 2.221 1.198  0.3230
H: -1.736 -1.097 -0.268  0.2183
H: -0.226 2.215 -0.190  0.2849

Properties
- E_HOMO (alpha / beta): -12.1 / -13.8 eV
- Spin multiplicity: 3
- Charge: +1
- E_LUMO (alpha / beta): -3.25 / -7.10 eV
- Orbital gap (alpha / beta): 8.83 / 6.68 eV

---

No. 10
Formula: C5H11N2O
Source: OMol25
Level of theory: ωB97M-V/def2-TZVPD

Last column: Mulliken charge in e.
Positions of all 19 atoms, in Å:
C: 2.654 0.078 -0.433  -0.4190
O: 3.520 -0.051 0.558  -0.3534
C: 1.208 -0.252 0.079  0.2070
C: -0.011 -0.262 -0.825  -0.4312
C: -1.320 -0.702 -0.238  -0.5496
C: -2.232 0.388 -0.272  -0.3470
N: -3.330 0.667 0.879  -0.6490
N: 0.890 0.534 1.212  -0.7597
H: 2.891 -0.672 -1.224  0.2958
H: 2.629 1.135 -0.855  0.3044
H: 1.338 -1.313 0.330  0.2642
H: 0.356 -0.789 -1.804  0.2483
H: -0.104 0.838 -1.163  0.2519
H: -1.849 -1.647 -0.369  0.3287
H: -2.072 1.036 -1.068  0.4523
H: -3.415 0.100 -0.162  0.3426
H: -2.957 0.601 1.805  0.2580
H: 1.658 0.103 1.797  0.2772
H: 0.147 0.207 1.753  0.2789

Properties
- E_HOMO (alpha / beta): -8.4 / -8.4 eV
- Spin multiplicity: 2
- E_LUMO (alpha / beta): -0.55 / -1.92 eV
- Orbital gap (alpha / beta): 7.87 / 6.49 eV

---

No. 11
Formula: C5H11N2O
Source: OMol25
Level of theory: ωB97M-V/def2-TZVPD

Last column: Mulliken charge in e.
Positions of all 19 atoms, in Å:
N: -1.272 -0.259 -1.422  -0.1144
C: -0.713 -0.079 -0.056  0.4343
N: -1.958 0.060 0.826  0.1729
O: -2.985 0.052 0.244  -0.3539
C: 0.196 -1.220 0.449  -1.0760
C: 1.618 -0.559 0.295  -0.4794
C: 1.428 0.824 0.817  -0.5859
C: 0.169 1.271 0.106  -0.7555
H: -2.263 -0.122 -1.266  0.3777
H: -0.923 -1.182 -1.859  0.3736
H: -0.961 0.606 -1.975  0.3882
H: 0.036 -2.199 -0.037  0.3824
H: 0.131 -1.277 1.584  0.3513
H: 1.896 -0.544 -0.770  0.2746
H: 2.312 -1.266 0.963  0.3236
H: 1.313 0.768 1.933  0.2811
H: 2.200 1.511 0.561  0.3716
H: -0.502 2.133 0.581  0.3115
H: 0.276 1.485 -0.974  0.3223

Properties
- E_HOMO: -14.3 eV
- Charge: +1
- E_LUMO: -4.69 eV
- Orbital gap: 9.63 eV

---

No. 12
Formula: C5H11N2O
Source: OMol25
Level of theory: ωB97M-V/def2-TZVPD

Last column: Mulliken charge in e.
Positions of all 19 atoms, in Å:
N: -0.847 0.455 2.422  -0.3696
C: -0.944 0.016 1.171  0.4752
O: -1.692 -0.870 0.883  -0.5921
C: 0.012 0.646 0.107  -0.0996
C: 1.427 0.211 0.129  -0.7274
C: 1.911 -0.212 -1.253  -0.6065
C: 0.548 -0.282 -2.129  -0.6200
N: -0.549 0.017 -1.218  -0.1731
H: -0.225 1.219 2.604  0.1961
H: -1.302 -0.028 3.188  0.2753
H: -0.194 1.737 0.383  0.3212
H: 1.508 -0.541 0.946  0.4248
H: 2.045 0.999 0.446  0.3323
H: 2.673 0.331 -1.710  0.4425
H: 2.381 -1.146 -1.092  0.2979
H: 0.489 -1.316 -2.621  0.2962
H: 0.520 0.445 -2.945  0.3424
H: -1.028 -0.903 -1.140  0.4200
H: -1.277 0.592 -1.698  0.3643

Properties
- E_HOMO: -14.4 eV
- Charge: +1
- E_LUMO: -3.21 eV
- Orbital gap: 11.20 eV

---

| no. | DFT total energy (Eh) | M (g mol⁻¹) |
| --- | --- | --- |
| 1 | -251.81000 | 85.15 |
| 2 | -251.62035 | 85.15 |
| 3 | -251.81952 | 85.15 |
| 4 | -306.32008 | 99.16 |
| 5 | -306.28047 | 99.16 |
| 6 | -306.26781 | 99.16 |
| 7 | -306.25185 | 99.16 |
| 8 | -306.26902 | 99.16 |
| 9 | -306.12079 | 99.16 |
| 10 | -381.52741 | 115.16 |
| 11 | -381.50618 | 115.16 |
| 12 | -381.61337 | 115.16 |